Arrangement A

{
  "formula": "C5H11N3",
  "method": "ωB97M-V/def2-TZVPD",
  "smiles": "CC1(C)NC=[NH+]C1=[NH2+]",
  "homo_lumo_gap_ev": 10.28,
  "multiplicity": 1,
  "charge": 2,
  "species": ["H", "N", "C", "C", "H", "H", "H", "C", "C", "H", "H", "H", "H", "H", "H", "N", "N", "H", "C"],
  "xyz": [[-2.6791, -1.2169, 0.4142], [1.2639, -0.4692, -0.6265], [0.2189, 0.1970, 0.1403], [0.7360, 0.6240, 1.5963], [0.9542, -0.2106, 2.1086], [1.4346, -2.4083, -1.5503], [2.2159, 0.0059, -0.7541], [0.8332, -1.6364, -1.0481], [0.1059, 1.6174, -0.5179], [0.0134, 1.1560, 2.0594], [1.6398, 1.2477, 1.4835], [-0.2850, 1.6146, -1.5330], [-0.4497, 2.4001, 0.0076], [-1.0235, -2.5809, -1.2170], [1.0867, 2.0448, -0.5463], [-2.0970, -0.3896, 0.3412], [-0.4317, -1.8250, -0.7252], [-2.6347, 0.4729, 0.3863], [-0.9018, -0.6436, -0.0190]]
}

---

Arrangement B

{
  "formula": "C5H11N3",
  "method": "ωB97M-V/def2-TZVPD",
  "homo_lumo_gap_ev": 10.03,
  "multiplicity": 1,
  "charge": 2,
  "species": ["C", "N", "H", "H", "H", "H", "C", "H", "H", "H", "H", "C", "C", "H", "H", "H", "N", "C", "N"],
  "xyz": [[2.0787, 0.2862, 0.3847], [-1.8521, -1.0297, 0.2972], [-0.7864, -2.6066, -0.5507], [0.9734, 2.2779, 0.0790], [-2.8171, -1.4007, 0.5525], [-1.2618, 0.4013, 1.8917], [-0.7884, -1.6167, -0.1879], [0.6450, 1.3870, 1.8351], [-2.1642, 1.1866, 0.3360], [-0.3000, 0.6834, -2.4626], [3.1525, 0.5715, 0.7109], [1.6258, -0.8216, -0.1397], [-1.4981, 0.4164, 0.8062], [0.1900, 0.0775, -2.5943], [2.1897, -1.6731, -0.6468], [-0.2890, 0.7943, -0.8932], [0.2005, -0.7745, -0.2251], [0.9427, 1.2953, 0.7164], [-0.2413, 0.5456, 0.0905]]
}

---

Least stable structure: arrangement B

---

Arrangement A

{
  "formula": "C31H35Cl2N9OTi",
  "method": "ωB97M-V/def2-TZVPD",
  "homo_lumo_gap_ev": [5.23, 7.32],
  "multiplicity": 3,
  "charge": 2,
  "s_squared": 2.06,
  "species": ["C", "H", "H", "H", "N", "H", "C", "C", "H", "H", "N", "N", "H", "C", "H", "O", "H", "C", "C", "C", "H", "H", "C", "C", "H", "C", "N", "H", "C", "H", "C", "C", "H", "C", "N", "H", "N", "H", "C", "C", "C", "C", "C", "H", "H", "N", "H", "Ti", "N", "H", "C", "H", "H", "C", "H", "C", "C", "C", "H", "C", "C", "C", "N", "H", "H", "C", "H", "H", "C", "Cl", "H", "H", "C", "H", "H", "H", "Cl", "C", "H"],
  "xyz": [[3.0281, 1.9323, 1.1089], [-2.0260, 3.9625, 2.0487], [-3.7294, 0.1403, 3.6588], [-3.7105, 2.7695, 3.4742], [-1.9044, 0.3111, -0.3010], [-1.7339, 1.1407, 2.6781], [-0.0421, -1.2079, -4.0851], [5.5811, -1.8537, -0.7519], [-2.3386, -0.5334, 0.0551], [-1.8476, -3.1340, 0.7753], [-0.3543, -1.7694, -1.6317], [0.5637, 1.3997, -1.4966], [-1.0330, -3.3048, -6.5629], [-0.7867, -2.8745, -1.0531], [-1.2624, 2.8680, -0.0825], [0.8882, 0.8025, 1.0517], [-4.3881, 3.3631, 1.9725], [3.3162, -0.9984, -1.0921], [4.2477, -1.7615, -0.3774], [5.9518, -1.1496, -1.8802], [-4.9457, 1.8251, 0.1087], [-3.1807, 1.6457, -1.2696], [2.5015, 2.9129, -1.4735], [1.8537, 1.5524, 0.4793], [-1.7279, 0.1290, -1.2916], [-0.2657, -1.7081, -5.3523], [2.0833, -1.0984, -0.4530], [-5.2911, 1.2046, 2.3084], [2.2619, -1.8876, 0.5857], [-0.7069, -1.6095, 1.8774], [-0.4383, -1.9964, -3.0086], [-3.6951, 2.6319, 2.3890], [-2.8735, 3.5736, -0.1049], [-1.2272, -3.7673, -4.4935], [-3.5146, 0.1284, 2.6641], [2.9914, 0.2874, -2.8003], [-1.1891, -3.7927, -1.9535], [6.2918, -2.4434, -0.1885], [-2.2777, 2.7557, 0.3036], [0.1812, 1.9682, -2.6722], [-4.2083, 1.1125, 0.4820], [-2.2932, 2.9293, 1.8297], [-0.8654, -2.9586, -5.5523], [5.3666, 0.1426, -3.4877], [3.9250, -2.9021, 1.3982], [-1.2814, 2.0712, 2.5229], [-3.8897, -0.7517, 2.3239], [0.2590, -0.2229, -0.4548], [-0.1481, -1.9087, 1.0890], [4.8547, 3.0510, 0.9880], [-4.2418, 1.2423, 2.0047], [0.5606, 3.3779, -4.2254], [-0.7279, 1.5914, -3.1284], [3.6694, 3.2853, -0.7708], [0.4470, -0.2568, -3.9269], [-0.8122, -3.0526, 0.4349], [5.0271, -0.3886, -2.6089], [3.7021, -0.3012, -2.2336], [6.9793, -1.1920, -2.2144], [-2.8873, 1.4452, -0.2378], [-0.9873, -3.2663, -3.2210], [3.9410, 2.7763, 0.4792], [3.5361, -2.3175, 0.6767], [-4.5642, 0.1227, 0.1763], [1.3910, -1.5470, 2.4663], [1.6532, 1.9697, -0.8554], [-0.3735, 1.8661, 2.0060], [-1.0267, 2.4739, 3.4226], [0.9165, 2.9671, -3.2906], [4.7799, 4.3854, -1.4955], [-1.5428, -4.7153, -1.7553], [-1.6686, -4.7424, -4.6505], [2.1055, 3.4123, -2.7398], [0.0352, -1.1246, -6.2117], [-0.3266, -3.9977, 0.6966], [1.3091, -3.2305, 1.9392], [3.3452, 1.3148, 2.6951], [1.2093, -2.1927, 1.6044], [2.7157, 4.1467, -3.2440]]
}

---

Arrangement B

{
  "formula": "C31H35Cl2N9OTi",
  "method": "ωB97M-V/def2-TZVPD",
  "homo_lumo_gap_ev": [5.51, 7.51],
  "multiplicity": 3,
  "charge": 2,
  "s_squared": 2.05,
  "species": ["C", "C", "C", "C", "C", "C", "H", "C", "N", "H", "C", "C", "C", "H", "H", "N", "N", "C", "H", "C", "H", "C", "H", "N", "H", "H", "C", "H", "H", "H", "C", "H", "C", "C", "C", "N", "H", "H", "N", "H", "H", "C", "H", "H", "H", "O", "H", "C", "H", "H", "C", "H", "C", "H", "C", "C", "H", "C", "H", "H", "N", "C", "N", "C", "H", "N", "C", "H", "H", "H", "C", "C", "H", "Cl", "Ti", "Cl", "C", "H", "H"],
  "xyz": [[0.2890, 4.4175, 1.2998], [-3.8541, -1.9933, 2.0197], [1.0095, 5.4569, 1.8731], [0.8832, 3.2046, 0.9306], [-3.3119, -3.3591, 2.4913], [2.4555, -3.5938, -1.5063], [4.2588, 0.5717, -5.6217], [0.2102, -1.9056, -1.2826], [-1.0788, -0.0867, 1.9823], [-2.8875, 0.7820, -1.1741], [3.4527, -1.2396, 1.2228], [2.5093, -2.5213, -0.5898], [-0.4528, 1.5437, -2.8926], [1.3091, -4.6620, -2.9492], [-1.7456, 5.0100, 1.0691], [-0.0032, 1.6567, -4.1564], [1.3135, -0.5727, 0.3277], [-1.8316, 1.9409, -2.4585], [4.2375, -1.0545, 1.9436], [1.3202, 1.2368, -4.1774], [-4.2259, -2.0404, -0.0412], [1.3888, -1.6628, -0.5318], [-3.6526, 0.0870, 2.5717], [-0.1075, 2.3569, 0.4287], [2.2222, 0.3580, 1.9645], [-0.2855, -3.1012, 1.0270], [-1.2307, 3.0604, 0.4406], [4.8225, 0.0084, -3.3029], [-3.2343, -0.7932, 0.4437], [2.0011, 1.4007, -6.2238], [-1.1858, -2.2712, 3.3006], [-0.0972, -2.2555, 3.1824], [3.5850, -2.2601, 0.2983], [1.3274, -3.8270, -2.2621], [2.2594, 3.0313, 1.0514], [-1.0509, 4.2869, 0.9669], [-4.9402, -1.9940, 2.1296], [-1.9055, 3.0317, -2.4931], [-2.1339, 1.4508, -1.0927], [-3.6603, -3.5313, 3.5098], [-1.2752, -4.3664, 0.6686], [2.3643, 5.2497, 2.0362], [2.9655, 6.0273, 2.4869], [-3.7144, -1.0392, 3.9136], [-0.0835, -0.1405, 2.1952], [-0.8554, -1.1428, -1.0431], [4.4655, -2.8844, 0.2734], [2.9811, 4.0638, 1.6160], [2.7455, 2.1359, 0.6907], [-1.3237, 0.8868, 2.1513], [3.8208, 0.3468, -3.5316], [-3.1194, 2.0658, 0.6546], [-2.5001, 2.5062, -0.1318], [-1.4488, -4.3601, 2.9632], [-1.7645, -0.8595, 3.0686], [-3.2948, -0.8888, 2.9180], [-2.5557, 1.5506, -3.1754], [0.2043, -3.0160, -2.1218], [4.0517, 3.9624, 1.7309], [3.1549, 0.2128, -1.4902], [-1.2428, -3.4425, 1.0953], [2.8947, 0.4486, -2.5138], [0.4735, 1.0800, -2.0801], [2.2482, 1.1348, -5.2048], [-3.0941, 3.3063, -0.5848], [-3.5008, -1.7527, 0.6051], [3.5027, 0.6768, -4.8559], [0.5367, 6.3850, 2.1654], [-3.7237, -4.1660, 1.8793], [-1.3805, -2.5072, 4.3476], [1.6159, 0.8803, -2.8563], [-1.7727, -3.4312, 2.4940], [-1.9210, -2.7595, 0.5209], [-1.2654, -3.3973, -2.9567], [-0.2144, 0.4696, -0.2690], [3.8091, -4.6512, -1.6640], [2.3249, -0.4344, 1.2322], [-0.5207, 2.0054, -4.9469], [-1.5665, -0.3230, 4.0004]]
}

---

Least stable structure: arrangement B

---

Arrangement A

{
  "formula": "C3H3OS",
  "method": "ωB97M-V/def2-TZVPD",
  "homo_lumo_gap_ev": 7.06,
  "multiplicity": 1,
  "charge": 1,
  "species": ["S", "C", "H", "O", "H", "H", "C", "C"],
  "xyz": [[-2.6628, -0.4460, 0.0012], [-1.0774, -0.9220, -0.0046], [0.9870, -0.2850, -0.0472], [-1.7115, 1.6017, -0.0023], [-0.8729, -1.9847, 0.0130], [0.2145, 2.1491, 0.0367], [-0.0501, -0.0030, -0.0206], [-0.5075, 1.3261, -0.0026]]
}

---

Arrangement B

{
  "formula": "C3H3OS",
  "method": "ωB97M-V/def2-TZVPD",
  "homo_lumo_gap_ev": 9.42,
  "multiplicity": 1,
  "charge": 1,
  "species": ["H", "S", "H", "H", "O", "C", "C", "C"],
  "xyz": [[-0.1361, 2.2863, -0.0305], [-1.6057, 0.1883, -0.0244], [-1.0740, -2.2567, 0.1387], [2.0770, 0.4858, -0.1654], [0.6672, -0.9566, 0.0441], [-0.6152, -1.2092, -0.0092], [-0.3259, 1.1985, 0.0834], [1.0128, 0.2636, -0.0367]]
}

---

Least stable structure: arrangement A

---

Arrangement A

{
  "formula": "C7H10N2O3",
  "method": "ωB97M-V/def2-TZVPD",
  "homo_lumo_gap_ev": [8.74, 8.74],
  "multiplicity": 1,
  "charge": 0,
  "species": ["H", "C", "H", "C", "C", "O", "H", "H", "H", "C", "C", "O", "H", "N", "H", "O", "H", "C", "C", "H", "N", "H"],
  "xyz": [[-0.4713, 1.2624, -1.9631], [1.9172, -1.5012, 0.4494], [-1.1707, -0.0544, 3.4069], [0.2372, 1.2751, -1.1132], [0.3318, -0.2072, -0.6312], [3.0022, -1.9655, 0.6097], [0.8291, -2.1568, 2.1508], [-0.8820, -1.9304, -1.0334], [-0.9361, -0.5768, -2.2963], [-0.3064, -1.2083, -1.5911], [0.0226, 0.4340, 1.9054], [-0.1955, -0.1422, 3.1559], [0.6339, -1.6846, -2.0919], [0.8198, -1.9328, 1.1032], [-0.1064, 1.8836, -0.2425], [1.6612, -0.4353, -0.2915], [1.3036, 1.5806, -1.3962], [-0.4436, -0.2991, 0.7768], [-1.7471, -0.7594, 0.7354], [1.1609, 0.6677, 1.9837], [-2.7593, -1.2513, 0.7857], [-0.3949, 1.5564, 1.9180]]
}

---

Arrangement B

{
  "formula": "C7H10N2O3",
  "method": "ωB97M-V/def2-TZVPD",
  "smiles": "CC(C)C#[N+][O-].CC(=C=O)N=O",
  "homo_lumo_gap_ev": 8.55,
  "multiplicity": 1,
  "charge": 0,
  "species": ["H", "H", "H", "H", "N", "C", "C", "H", "H", "C", "C", "C", "H", "O", "H", "C", "O", "H", "C", "O", "H", "N"],
  "xyz": [[1.9472, -2.5418, 2.5228], [0.9387, -1.9161, 3.7455], [-0.5101, 0.4146, -3.1772], [-1.2732, 2.9288, -2.2340], [1.5881, 0.4611, -0.4666], [-0.8525, 1.0051, -1.0675], [-1.1065, 0.1211, -2.3203], [-1.7274, 0.8674, -0.3252], [-0.7928, -0.8708, -1.9672], [0.4498, 0.6167, -0.4632], [0.2533, 0.1081, 2.1925], [-0.6271, 2.4521, -1.4866], [0.4283, 2.4271, -2.0901], [2.7039, 0.1812, -0.2819], [0.3983, -3.0906, 2.5169], [0.9708, -2.1726, 2.6856], [-0.4868, -2.7651, 0.4625], [-0.6007, 3.0899, -0.6258], [0.4215, -1.1294, 1.7696], [0.3880, 1.2287, 2.4942], [-2.1789, 0.1590, -2.5287], [-0.3318, -1.5747, 0.6444]]
}

---

Least stable structure: arrangement B

---

Arrangement A

{
  "formula": "C4H4ClNOS",
  "method": "ωB97M-V/def2-TZVPD",
  "smiles": "O=C/C(Cl)=C\\NC=S",
  "homo_lumo_gap_ev": 8.04,
  "multiplicity": 1,
  "charge": 0,
  "species": ["H", "C", "C", "S", "Cl", "N", "O", "H", "C", "H", "C", "H"],
  "xyz": [[0.1807, 0.1629, -1.7575], [-1.2618, 0.6118, -0.2683], [2.0624, -0.9000, -0.3008], [2.6606, -0.9430, -1.8178], [-2.3996, 1.3027, -1.3902], [0.8695, -0.4127, 0.0985], [-0.9537, 0.1431, 2.0222], [2.6518, -1.2815, 0.5421], [-1.6669, 0.5898, 1.1348], [0.6109, -0.4179, 1.0993], [-0.0888, 0.1407, -0.7257], [-2.6650, 1.0040, 1.3635]]
}

---

Arrangement B

{
  "formula": "C4H4ClNOS",
  "method": "ωB97M-V/def2-TZVPD",
  "smiles": "O=C[C@]1(Cl)N=CCS1",
  "homo_lumo_gap_ev": 9.31,
  "multiplicity": 1,
  "charge": 0,
  "species": ["C", "O", "Cl", "H", "H", "H", "S", "H", "C", "C", "N", "C"],
  "xyz": [[-0.3293, -1.2682, -0.6936], [-0.9439, 1.9782, -0.6713], [2.6397, 0.8505, -0.0369], [-0.6621, -2.2133, 1.3051], [-0.5685, -1.9119, -1.5050], [0.7850, 2.7892, 0.2742], [0.2427, -0.0744, 1.5212], [-1.9809, -0.9126, 0.5850], [0.9664, 0.4313, -0.1615], [0.1474, 2.0581, -0.2042], [0.5506, -0.4667, -1.1043], [-0.8472, -1.2603, 0.6914]]
}

---

Least stable structure: arrangement B

---

Arrangement A

{
  "formula": "C4H4ClNOS",
  "method": "ωB97M-V/def2-TZVPD",
  "homo_lumo_gap_ev": [7.23, 8.12],
  "multiplicity": 1,
  "charge": 0,
  "species": ["H", "C", "N", "C", "S", "H", "Cl", "C", "H", "C", "H", "O"],
  "xyz": [[-2.0146, 1.6889, 0.3802], [0.6639, -0.1319, 0.1232], [-1.4567, 1.3488, -0.3903], [-0.1283, -1.1403, 0.0424], [-2.3850, -2.3694, -0.8794], [0.4062, -2.1286, 0.1159], [3.3315, -0.0878, 0.6288], [1.7514, 0.8267, 0.2528], [1.7539, 1.5381, 1.1110], [-1.5777, -1.0199, -0.3232], [1.7719, 1.3035, -0.6799], [-2.1165, 0.1720, -0.3816]]
}

---

Arrangement B

{
  "formula": "C4H4ClNOS",
  "method": "ωB97M-V/def2-TZVPD",
  "homo_lumo_gap_ev": 8.64,
  "multiplicity": 1,
  "charge": 0,
  "species": ["N", "S", "O", "Cl", "H", "H", "H", "C", "H", "C", "C", "C"],
  "xyz": [[-0.4512, 2.1915, -0.0402], [-1.4588, 0.9429, 0.4386], [-1.6829, 1.0991, 1.8688], [2.0541, -0.4476, -1.6614], [1.3362, 2.4738, -1.0230], [0.2726, -2.1009, 1.2920], [0.2109, -2.2763, -0.4893], [-0.1679, -0.3494, 0.0682], [-1.3206, -1.9095, 0.5660], [0.6283, 1.8244, -0.6211], [0.8349, 0.3888, -0.7305], [-0.2555, -1.8365, 0.3318]]
}

---

Least stable structure: arrangement A